Record 1
A structure of composition C28H45Cl2N2PRe. Source: the Open Molecules 2025 dataset; level of theory: ωB97M-V/def2-TZVPD.

Positions of all 79 atoms, in Å:
P: -0.2142 1.2122 -1.5690
C: -1.8704 0.5312 -2.0032
C: -2.5052 1.1063 -3.2749
C: -3.9349 0.5643 -3.4607
C: -4.0653 -0.9670 -3.3432
C: -3.2610 -1.6089 -2.2041
C: -1.8583 -1.0150 -2.0318
C: 1.2142 0.4539 -2.4346
C: 1.2356 0.5950 -3.9590
C: 2.5774 0.0802 -4.5126
C: 2.9939 -1.3148 -4.0118
C: 2.6795 -1.6268 -2.5383
C: 1.3694 -1.0296 -2.0213
C: -0.1149 3.0382 -1.3707
C: -1.2676 3.5280 -0.4633
C: -1.1854 5.0277 -0.1275
C: 0.2006 5.5568 0.2665
C: 1.4027 4.9047 -0.4372
C: 1.2657 3.4115 -0.7866
H: -2.4861 0.8480 -1.1317
H: -1.8888 0.8321 -4.1445
H: -2.5289 2.2059 -3.2342
H: -4.3105 0.8661 -4.4468
H: -4.5996 1.0240 -2.7137
H: -5.1243 -1.2365 -3.2288
H: -3.7435 -1.4220 -4.2928
H: -3.8043 -1.5210 -1.2523
H: -3.1489 -2.6810 -2.4070
H: -1.3967 -1.4092 -1.1137
H: -1.2441 -1.3438 -2.8855
H: 2.0792 1.0218 -2.0278
H: 3.3764 0.7883 -4.2463
H: 1.0835 1.6419 -4.2620
H: 0.4086 0.0139 -4.3962
H: 2.5344 0.0532 -5.6088
H: 4.0739 -1.4474 -4.1695
H: 2.5118 -2.0803 -4.6406
H: 2.6313 -2.7149 -2.4019
H: 3.4974 -1.2652 -1.8988
H: 1.3043 -1.1319 -0.9275
H: 0.5362 -1.6095 -2.4345
H: -0.2261 3.4337 -2.4007
H: -2.2375 3.3313 -0.9512
H: -1.2613 2.9390 0.4704
H: -1.5479 5.6010 -0.9933
H: -1.9000 5.2282 0.6830
H: 0.3287 5.4624 1.3522
H: 0.2241 6.6315 0.0438
H: 2.3032 5.0243 0.1829
H: 1.6058 5.4639 -1.3643
H: 2.0572 3.1591 -1.5118
H: 1.4563 2.8023 0.1141
Re: 0.0066 -0.5348 3.1157
Cl: 1.8349 0.1716 1.9774
Cl: -1.9731 0.2668 2.3545
C: -0.3831 -2.2458 2.1988
H: -1.4315 -2.4542 1.9165
C: 0.4135 -3.4377 1.9405
C: 1.8287 -3.4429 1.9794
C: 2.5313 -4.6201 1.7107
C: 1.8640 -5.8073 1.3847
C: 0.4600 -5.8178 1.3727
C: -0.2566 -4.6713 1.6552
H: 2.3490 -2.5184 2.2396
H: 3.6208 -4.6188 1.7536
H: -0.0673 -6.7448 1.1370
H: -1.3493 -4.6897 1.6853
H: 2.4251 -6.7195 1.1678
C: -0.7289 0.5307 7.5659
N: 0.2749 -0.5192 7.2936
C: 1.2559 -0.8495 8.3374
C: 0.4332 -0.9532 6.0835
N: 0.1075 -0.8750 4.9191
H: -0.7653 0.6607 8.6492
H: -1.7209 0.2376 7.1949
H: -0.4449 1.4855 7.0932
H: 1.4312 -1.9324 8.3718
H: 2.2146 -0.3511 8.1421
H: 0.8442 -0.5067 9.2831

Computed properties:
Spin multiplicity = 4
DFT total energy = -69207.7975 eV
Expectation value of S² = 3.780
LUMO energy (alpha / beta) = -0.00934 / -0.03904 Ha
HOMO level (alpha / beta) = -6.20 / -6.21 eV
Frontier orbital gap (alpha / beta) = 5.9 / 5.1 eV
Maximum force = 4.6 eV Å⁻¹

Record 2
A cluster of 2 separate species, C3H8N3O in total. Source: the Open Molecules 2025 dataset; level of theory: ωB97M-V/def2-TZVPD.

Positions of all 15 atoms, in Å:
C: 2.8941 -0.9827 0.2884
C: -0.4477 1.3095 -0.5209
C: -1.8184 -0.7022 -0.3556
N: 2.2468 0.0331 0.7149
N: 1.4464 0.8138 0.8033
N: -1.3633 0.5265 0.3623
O: -0.5801 2.4744 -0.4934
H: 3.3344 -0.8506 -0.6833
H: 3.2304 -1.6944 1.0155
H: 0.1230 0.6792 -1.1322
H: -2.7542 -0.9364 0.0965
H: -2.1011 -0.5837 -1.4648
H: -1.0142 -1.4955 -0.3208
H: -0.9652 0.2729 1.3054
H: -2.2309 1.1362 0.3847

Computed properties:
ΔE to the lowest compared entry with this formula, charge and spin = 409.4 kJ/mol
Total charge = +1
DFT total energy = -9748.2212 eV
LUMO energy = -0.15348 Ha
HOMO level = -12.78 eV
Frontier orbital gap = 8.6 eV
Maximum force = 2.5 eV Å⁻¹

Record 3
A cluster of 8 separate species, H16O8 in total. Source: the Open Molecules 2025 dataset; level of theory: ωB97M-V/def2-TZVPD.

Positions of all 24 atoms, in Å:
O: 24.2908 -1.3899 -6.2483
H: 25.1274 -1.8084 -6.4513
H: 23.9820 -1.0507 -7.0885
O: 23.5293 2.4829 -9.3268
H: 23.4500 3.2471 -8.7559
H: 22.6304 2.2853 -9.5897
O: 25.8178 3.7369 -8.4840
H: 25.2269 3.2682 -9.0735
H: 25.2437 4.1084 -7.8143
O: 26.5679 -1.1109 -9.9997
H: 26.1356 -0.8918 -9.1743
H: 27.2806 -1.6985 -9.7488
O: 23.8718 -0.2871 -8.6747
H: 23.9875 0.5890 -9.0425
H: 23.3019 -0.7361 -9.2990
O: 21.4353 -2.9124 -7.6962
H: 20.5025 -2.9230 -7.4816
H: 21.4895 -2.4049 -8.5059
O: 24.3538 -2.1128 -12.3466
H: 24.4711 -1.6080 -11.5418
H: 24.1651 -1.4558 -13.0166
O: 21.8011 -1.2612 -10.1836
H: 21.2750 -1.5176 -10.9410
H: 21.1759 -0.8542 -9.5838

Computed properties:
ΔE to the lowest compared entry with this formula, charge and spin = 138.4 kJ/mol
Total charge = +1
Spin multiplicity = 2
DFT total energy = -16628.5725 eV
Expectation value of S² = 0.756
LUMO energy (alpha / beta) = -0.13611 / -0.41461 Ha
HOMO level (alpha / beta) = -13.87 / -13.87 eV
Frontier orbital gap (alpha / beta) = 10.2 / 2.6 eV
Maximum force = 3.3 eV Å⁻¹

Record 4
A structure of composition C15H6F8IN3PdS. Source: the Open Molecules 2025 dataset; level of theory: ωB97M-V/def2-TZVPD.

Positions of all 35 atoms, in Å:
Pd: 0.0962 0.1436 0.0338
F: -3.0754 -2.2422 4.9573
C: -2.3973 -1.3350 4.2260
F: -3.0267 -0.1603 4.3791
F: -1.1764 -1.2201 4.7882
C: -2.3008 -1.7614 2.7876
C: -2.7869 -2.9926 2.3948
C: -2.6277 -3.4009 1.0758
C: -1.9577 -2.5634 0.2089
N: -1.4780 -1.3780 0.5726
C: -1.6421 -0.9474 1.8426
S: -0.9462 0.5949 2.1674
H: -3.2775 -3.6240 3.1226
H: -3.0085 -4.3540 0.7411
H: -1.8009 -2.8499 -0.8239
I: 3.9253 -3.8346 3.0139
C: 3.0967 -2.6850 1.5011
C: 3.7348 -2.2198 0.3756
N: 2.8054 -1.5518 -0.3291
N: 1.6084 -1.5613 0.2698
C: 1.7708 -2.2414 1.3929
H: 4.7583 -2.3217 0.0586
H: 2.9289 -1.0628 -1.1967
H: 0.9558 -2.4027 2.0796
F: 2.7019 0.9891 1.3937
C: 2.4430 1.9199 0.4587
C: 1.3403 1.7422 -0.3675
C: 1.1043 2.7400 -1.2938
F: 0.0440 2.6227 -2.1118
C: 1.9254 3.8455 -1.4231
F: 1.6799 4.7829 -2.3373
C: 3.0260 3.9710 -0.5918
F: 3.8320 5.0222 -0.7148
C: 3.2949 3.0024 0.3620
F: 4.3608 3.1274 1.1520

Computed properties:
ΔE to the lowest compared entry with this formula, charge and spin = 52.5 kJ/mol
DFT total energy = -64276.7667 eV
LUMO energy (alpha / beta) = -0.05298 / -0.05308 Ha
HOMO level (alpha / beta) = -8.37 / -8.37 eV
Frontier orbital gap (alpha / beta) = 6.9 / 6.9 eV
Maximum force = 1.4 eV Å⁻¹

Record 5
A structure of composition C46H56ClIN3O7PReSSi2. Source: the Open Molecules 2025 dataset; level of theory: ωB97M-V/def2-TZVPD.

Positions of all 119 atoms, in Å:
Re: 0.5732 0.3442 0.5103
I: 1.6748 -1.2647 2.3586
C: 2.4626 -0.0220 3.8703
C: 3.6756 -0.4475 4.3348
C: 4.2257 0.1041 5.5073
C: 3.4909 0.9963 6.2266
C: 2.2096 1.4152 5.7870
C: 1.4250 2.2437 6.6198
C: 0.1615 2.6083 6.2561
C: -0.3140 2.2441 4.9890
C: 0.4368 1.4844 4.1149
P: -0.3457 1.4865 2.4543
C: -0.5766 3.2671 2.2441
C: -1.8048 3.9074 2.1066
C: -1.8497 5.2943 2.0390
C: -0.6819 6.0385 2.1196
C: 0.5469 5.3987 2.2593
C: 0.6018 4.0199 2.3169
C: -1.8955 0.5535 2.6629
C: -3.0832 0.8135 1.9692
C: -4.1790 -0.0197 2.1273
C: -4.1038 -1.1321 2.9521
C: -2.9298 -1.4011 3.6452
C: -1.8363 -0.5635 3.5080
C: 1.6931 0.9619 4.5362
H: 4.2117 -1.2369 3.8165
H: 5.2027 -0.2181 5.8466
H: 3.8665 1.3823 7.1676
H: 1.8389 2.5627 7.5715
H: -0.4606 3.2037 6.9122
H: -1.2972 2.5934 4.6912
H: -2.7351 3.3548 2.0771
H: -2.8062 5.7916 1.9350
H: -0.7267 7.1198 2.0870
H: 1.4602 5.9783 2.3261
H: 1.5582 3.5190 2.4372
H: -3.1894 1.6615 1.3111
H: -5.0956 0.2044 1.5963
H: -4.9603 -1.7850 3.0643
H: -2.8638 -2.2635 4.2979
H: -0.9434 -0.7702 4.0813
C: 4.8430 0.4688 1.0035
Si: 3.6903 0.4607 -0.4620
C: 3.0544 -1.2698 -0.9074
C: 4.6680 1.0444 -1.9477
C: 2.2162 1.5854 0.0907
Si: 2.0626 3.0731 -1.1234
C: 2.0090 2.4345 -2.8885
C: 3.5386 4.1606 -0.7614
C: 0.5639 4.1933 -0.8902
H: 5.6884 -0.2117 0.8462
H: 4.3474 0.1920 1.9359
H: 5.2515 1.4797 1.1313
H: 3.3069 -1.5085 -1.9443
H: 1.9687 -1.4291 -0.8035
H: 3.5307 -2.0227 -0.2712
H: 5.6885 0.6622 -1.8358
H: 4.7337 2.1293 -2.0452
H: 4.2668 0.6484 -2.8835
H: 2.5647 2.0571 1.0243
H: 2.6657 3.0362 -3.5267
H: 0.9961 2.5231 -3.2962
H: 2.3323 1.3943 -2.9815
H: 4.4914 3.6302 -0.6912
H: 3.3812 4.6905 0.1855
H: 3.6344 4.9174 -1.5490
H: 0.0082 4.2914 -1.8298
H: 0.9020 5.1940 -0.6053
H: -0.1259 3.8649 -0.1170
C: 0.3940 -4.8679 -2.6697
C: 0.4262 -5.8946 -1.5528
C: 1.2425 -7.0166 -1.7396
C: 1.3452 -8.0240 -0.8092
Cl: 2.3896 -9.3747 -1.1030
C: 0.6168 -7.9463 0.3611
C: -0.1870 -6.8422 0.5708
C: -0.2990 -5.8238 -0.3659
O: -1.2074 -4.8418 0.0240
C: -1.3192 -3.5888 -0.5721
C: -0.2851 -2.6253 -0.0343
O: 0.7436 -3.0564 0.4668
O: -0.5599 -1.3427 -0.1975
H: 1.0596 -5.1845 -3.4702
H: 0.7391 -3.8847 -2.3328
H: -0.6012 -4.7610 -3.1049
H: 1.8113 -7.0997 -2.6598
H: 0.6763 -8.7392 1.0959
H: -0.7643 -6.7391 1.4833
H: -2.3073 -3.2012 -0.3376
H: -1.2269 -3.5885 -1.6494
C: -4.9345 -3.5500 -4.7587
C: -4.3645 -2.4145 -5.6041
S: -3.0099 -1.5681 -4.7913
O: -2.6781 -2.2324 -3.5481
O: -1.9416 -1.3298 -5.7341
C: -3.6607 0.0443 -4.3297
C: -2.5030 1.0226 -4.1449
N: -2.0045 1.1688 -2.7532
C: -0.8688 0.6613 -2.2622
N: -0.6434 1.1668 -1.0284
C: -1.7044 1.9808 -0.7196
C: -2.5449 1.9823 -1.7631
N: -3.8118 2.6701 -1.7986
O: -4.4881 2.5908 -2.8045
O: -4.1074 3.2751 -0.7836
C: 0.0246 -0.2723 -2.9905
H: -5.8881 -3.8662 -5.1771
H: -5.0999 -3.2386 -3.7276
H: -4.2618 -4.4049 -4.7470
H: -5.1109 -1.6442 -5.8194
H: -3.9358 -2.7528 -6.5483
H: -4.2623 -0.0921 -3.4316
H: -4.2996 0.3875 -5.1439
H: -2.8204 2.0009 -4.4686
H: -1.6648 0.7096 -4.7643
H: -1.7747 2.5635 0.1770
H: 0.3913 0.1732 -3.9159
H: -0.5161 -1.1838 -3.2448
H: 0.8811 -0.5240 -2.3680

Computed properties:
ΔE to the lowest compared entry with this formula, charge and spin = 1.5 kJ/mol
Total charge = +2
Spin multiplicity = 4
DFT total energy = -126030.9259 eV
Expectation value of S² = 3.784
LUMO energy (alpha / beta) = -0.24348 / -0.27566 Ha
HOMO level (alpha / beta) = -11.58 / -11.59 eV
Frontier orbital gap (alpha / beta) = 5.0 / 4.1 eV
Maximum force = 1.0 eV Å⁻¹